{
  "formula": "C30H28BNbO24P",
  "method": "ωB97M-V/def2-TZVPD",
  "species": ["O", "P", "Nb", "O", "B", "O", "O", "H", "H", "H", "H", "H", "H", "H", "H", "C", "C", "C", "O", "C", "C", "C", "O", "O", "O", "H", "H", "H", "H", "C", "C", "C", "O", "C", "C", "C", "O", "O", "O", "H", "H", "H", "H", "C", "C", "C", "O", "C", "C", "C", "O", "O", "O", "H", "H", "H", "H", "C", "C", "C", "O", "C", "C", "C", "O", "O", "O", "H", "H", "H", "H", "C", "C", "C", "O", "C", "C", "C", "O", "O", "O", "H", "H", "H", "H"],
  "positions_angstrom": [[-0.875, 0.389, -2.183], [-0.964, 0.972, -3.580], [-3.401, 1.799, -4.059], [-5.306, 2.088, -4.280], [-6.070, 1.012, -3.877], [-6.424, -0.035, -4.705], [-6.460, 0.911, -2.548], [-0.614, -0.063, -4.485], [0.022, 1.983, -3.723], [-3.700, -0.019, -4.273], [-3.597, 1.829, -2.210], [-2.885, 3.578, -3.918], [-2.919, 2.008, -5.834], [-6.020, -0.844, -4.353], [-5.844, 1.432, -2.008], [-3.910, 6.722, -1.739], [-3.728, 7.962, -2.207], [-4.348, 8.447, -3.503], [-4.117, 9.611, -3.804], [-5.141, 7.536, -4.281], [-5.323, 6.283, -3.824], [-4.733, 5.809, -2.504], [-5.003, 4.670, -2.189], [-6.011, 5.360, -4.459], [-3.001, 8.893, -1.600], [-3.475, 6.370, -0.815], [-5.558, 7.883, -5.216], [-5.948, 4.535, -3.927], [-3.061, 9.681, -2.179], [2.018, -2.814, 1.835], [3.266, -2.333, 1.791], [3.619, -1.018, 1.120], [4.808, -0.708, 1.182], [2.591, -0.265, 0.488], [1.316, -0.732, 0.517], [0.959, -2.045, 1.212], [-0.210, -2.372, 1.203], [0.318, -0.116, -0.037], [4.320, -2.938, 2.322], [1.765, -3.749, 2.316], [2.849, 0.664, -0.001], [-0.499, -0.638, 0.079], [5.076, -2.340, 2.129], [5.604, 2.462, 2.225], [6.253, 2.574, 3.393], [6.626, 3.916, 3.993], [7.201, 3.888, 5.070], [6.291, 5.120, 3.273], [5.643, 5.011, 2.103], [5.251, 3.667, 1.513], [4.653, 3.705, 0.453], [5.283, 6.038, 1.354], [6.630, 1.545, 4.137], [5.332, 1.508, 1.790], [6.572, 6.072, 3.700], [4.828, 5.652, 0.576], [7.070, 1.932, 4.921], [5.977, -5.761, 3.656], [7.227, -6.166, 3.391], [7.733, -7.547, 3.763], [8.885, -7.804, 3.454], [6.844, -8.454, 4.449], [5.593, -8.049, 4.717], [5.080, -6.674, 4.324], [3.920, -6.436, 4.611], [4.690, -8.787, 5.338], [8.135, -5.418, 2.787], [5.608, -4.780, 3.392], [7.215, -9.431, 4.724], [3.883, -8.233, 5.384], [8.941, -5.970, 2.725], [-5.971, -4.942, -0.768], [-5.414, -4.293, -1.802], [-5.604, -2.802, -2.021], [-5.032, -2.334, -2.990], [-6.427, -2.054, -1.102], [-6.982, -2.707, -0.072], [-6.778, -4.191, 0.163], [-7.325, -4.667, 1.145], [-7.759, -2.137, 0.840], [-4.655, -4.863, -2.720], [-5.841, -6.001, -0.602], [-6.567, -0.996, -1.289], [-8.006, -2.853, 1.459], [-4.390, -4.140, -3.329]],
  "atomic_forces_ev_per_a": [[-0.0369, -0.0012, -0.1901], [-0.8140, -0.7126, 1.0521], [-3.0477, 0.8893, -0.6841], [0.6571, -0.6028, 0.0058], [-0.3463, -0.9061, 0.4890], [0.0545, 0.2941, -0.2681], [0.4315, 0.2254, 0.0655], [0.4382, 0.4308, -0.4228], [0.1558, -0.1464, -0.5189], [0.7186, -0.0729, 0.0279], [0.7167, 0.4121, -0.0819], [0.7079, -0.2525, -0.0877], [0.7517, 0.3437, 0.4187], [-0.2487, 0.0725, 0.0103], [-0.2938, 0.1236, -0.0226], [-0.0053, -0.0193, 0.0912], [-0.0345, -0.0307, -0.0398], [0.0194, 0.0115, -0.0047], [0.0147, -0.0168, 0.0293], [-0.0998, 0.0082, -0.0650], [0.1723, 0.0229, 0.0077], [-0.0162, -0.0573, -0.1999], [-0.1005, -0.0237, 0.2574], [-0.0873, -0.0147, -0.0060], [0.0315, 0.0321, 0.0567], [0.0263, 0.0068, -0.0114], [-0.0027, -0.0293, -0.0073], [0.0975, -0.0038, -0.0491], [-0.0230, -0.0215, -0.0268], [0.0037, -0.0561, 0.0284], [-0.0619, 0.0181, -0.0344], [0.0672, -0.0306, 0.0223], [-0.0261, 0.0121, 0.0180], [-0.0717, 0.1375, -0.0362], [0.0448, -0.1892, 0.0871], [-0.0123, 0.0113, -0.0462], [0.0116, 0.0377, -0.0135], [0.3819, 0.1304, 0.5218], [0.1426, -0.0953, 0.0801], [0.0125, 0.0026, 0.0109], [-0.0495, 0.0027, -0.0153], [-0.0448, 0.0406, -0.2864], [-0.0724, 0.0729, -0.0441], [-0.0551, -0.1492, -0.0646], [-0.0166, 0.0978, -0.0302], [0.0026, 0.0059, -0.0048], [0.0060, -0.0365, -0.0210], [0.0199, 0.0911, 0.0222], [0.0089, -0.0668, 0.0334], [0.0088, 0.0073, 0.0205], [0.0260, 0.0321, 0.0053], [-0.0057, 0.0622, -0.0237], [0.0066, -0.0584, 0.0226], [0.0283, -0.0475, 0.0211], [-0.0180, 0.0089, -0.0123], [-0.0058, -0.0354, 0.0235], [-0.0151, 0.0308, -0.0108], [-0.0392, 0.1435, -0.0113], [-0.0474, -0.0718, 0.0401], [-0.0007, -0.0033, 0.0029], [-0.0066, 0.0421, 0.0038], [0.0178, -0.0881, 0.0313], [0.0383, 0.0525, -0.0388], [0.0257, -0.0181, -0.0086], [0.0166, -0.0280, 0.0266], [-0.0299, -0.0534, 0.0317], [0.0309, 0.0468, -0.0268], [-0.0254, -0.0120, -0.0384], [-0.0223, -0.0066, 0.0005], [0.0189, 0.0258, -0.0280], [-0.0226, -0.0270, 0.0077], [0.0047, -0.0903, -0.0055], [0.0249, 0.0495, 0.0647], [-0.0009, 0.0540, 0.0709], [-0.1497, -0.0685, -0.1621], [-0.0406, 0.0945, 0.0037], [0.0386, -0.0572, -0.0324], [0.0112, -0.0186, -0.0075], [-0.0255, 0.0390, -0.0144], [-0.0263, 0.0422, 0.0252], [0.0109, -0.0423, -0.0381], [0.0224, 0.0028, -0.0100], [-0.0168, -0.0094, -0.0129], [0.0290, -0.0207, -0.0129], [0.0110, 0.0243, 0.0393]],
  "lumo_ha": -0.0128,
  "homo_energy_ev": -5.16,
  "energy_ha": -3388.972228,
  "orbital_gap_ev": 4.81,
  "charge": -1
}